Entry from the OMol25 dataset: 12 unconnected molecules or ions with the total composition C57H136B5F20N7O8 (ωB97M-V/def2-TZVPD).

## Properties
HOMO (hartree): -0.472
Largest force on an atom (eV/A): 3.3
HOMO-LUMO gap (eV): 9.89

```
! RIJCOSX wB97M-V def2-TZVPD def2/J DEFGRID3
* xyz 2 1
C 14.016 17.537 20.261
O 14.236 16.728 21.399
C 13.932 15.395 21.266
C 14.137 14.711 22.643
N 15.297 13.773 22.725
H 15.194 13.037 23.417
H 15.263 13.227 21.843
C 16.686 14.432 22.804
C 17.677 13.472 23.359
O 17.526 12.300 22.571
C 18.315 11.138 22.821
H 12.943 17.601 20.028
H 14.578 17.149 19.379
H 14.384 18.511 20.483
H 14.662 15.041 20.532
H 12.966 15.149 20.832
H 13.282 14.050 22.932
H 14.262 15.493 23.438
H 16.480 15.300 23.356
H 16.887 14.854 21.781
H 17.507 13.386 24.475
H 18.726 13.747 23.278
H 19.432 11.378 23.009
H 18.141 10.433 22.001
H 18.024 10.535 23.723
C 20.138 19.276 27.423
O 19.397 18.031 27.543
C 19.111 17.428 26.296
C 18.080 16.352 26.659
N 16.691 16.825 27.139
H 16.294 17.457 26.380
H 16.081 16.031 27.027
C 16.740 17.426 28.518
C 15.520 17.180 29.394
O 15.608 15.795 29.758
C 15.028 15.466 31.010
H 20.659 19.350 28.363
H 19.355 20.062 27.289
H 20.846 19.262 26.661
H 20.024 16.910 25.961
H 18.795 18.117 25.518
H 18.517 15.706 27.399
H 17.894 15.703 25.746
H 17.009 18.505 28.408
H 17.551 16.866 28.986
H 14.623 17.281 28.836
H 15.684 17.783 30.313
H 15.425 16.193 31.770
H 15.218 14.403 31.186
H 13.900 15.567 31.037
C 11.174 13.494 14.337
O 12.424 13.572 15.027
C 12.481 12.888 16.239
C 11.683 13.553 17.289
N 12.299 14.854 17.754
H 11.960 15.120 18.685
H 13.293 14.772 17.948
C 12.177 15.983 16.762
C 13.442 16.142 15.998
O 14.270 16.979 16.759
C 15.306 17.499 16.024
H 11.382 13.981 13.391
H 10.360 14.002 14.927
H 10.982 12.466 14.145
H 13.527 12.767 16.411
H 12.095 11.863 16.088
H 11.554 12.908 18.175
H 10.697 13.884 16.951
H 11.976 16.870 17.347
H 11.342 15.620 16.171
H 13.163 16.616 15.004
H 13.908 15.153 15.806
H 14.968 17.769 14.999
H 15.976 16.683 15.727
H 15.878 18.280 16.551
C 10.429 14.124 24.433
O 11.229 15.243 23.928
C 11.218 16.286 24.876
C 11.848 17.549 24.348
N 11.094 18.203 23.248
H 10.969 17.625 22.338
H 10.168 18.400 23.646
C 11.781 19.467 22.814
C 10.797 20.384 22.135
O 9.804 19.659 21.448
C 8.525 20.275 21.437
H 10.420 13.277 23.760
H 9.421 14.480 24.517
H 10.837 13.893 25.403
H 11.717 15.946 25.777
H 10.147 16.508 25.179
H 12.878 17.331 24.090
H 11.888 18.335 25.150
H 12.557 19.127 22.170
H 12.271 19.954 23.662
H 11.372 20.964 21.483
H 10.355 21.045 22.896
H 8.102 20.258 22.440
H 7.906 19.661 20.788
H 8.599 21.301 21.014
C 21.869 12.859 13.204
C 22.032 11.689 14.168
C 21.704 12.074 15.622
C 20.336 12.739 15.697
N 19.792 12.982 17.020
C 19.325 11.762 17.780
C 18.257 12.231 18.781
C 17.760 13.571 18.248
C 18.550 13.754 16.913
C 20.799 13.711 17.847
C 21.264 15.029 17.373
C 22.627 15.365 17.991
H 22.232 12.497 12.207
H 22.498 13.722 13.471
H 20.850 13.220 13.087
H 23.066 11.319 14.067
H 21.258 10.940 13.833
H 22.463 12.787 15.942
H 21.787 11.186 16.336
H 19.470 12.258 15.130
H 20.400 13.648 15.157
H 20.191 11.325 18.284
H 18.927 11.090 17.036
H 18.646 12.398 19.745
H 17.400 11.543 18.838
H 17.996 14.440 18.900
H 16.711 13.588 18.049
H 18.800 14.771 16.654
H 17.936 13.261 16.209
H 21.734 13.181 17.944
H 20.525 13.839 18.864
H 20.592 15.857 17.628
H 21.407 15.074 16.278
H 22.848 16.386 17.861
H 23.428 14.761 17.579
H 22.606 15.173 19.063
C 23.516 20.486 19.788
C 22.959 19.245 20.364
C 21.747 19.364 21.243
C 20.448 19.911 20.521
N 19.211 19.975 21.381
C 18.625 18.581 21.544
C 17.529 18.327 20.447
C 17.592 19.675 19.651
C 18.092 20.694 20.730
C 19.483 20.464 22.734
C 20.082 21.873 22.710
C 20.545 22.147 24.146
H 22.887 21.001 19.007
H 24.387 20.198 19.184
H 23.853 21.127 20.539
H 23.755 18.971 21.065
H 22.967 18.499 19.625
H 22.020 19.909 22.171
H 21.619 18.278 21.471
H 20.243 19.099 19.771
H 20.579 20.962 20.245
H 18.077 18.643 22.495
H 19.433 17.859 21.532
H 16.567 18.304 21.029
H 17.791 17.458 19.891
H 16.661 20.079 19.237
H 18.273 19.628 18.829
H 17.308 20.774 21.480
H 18.416 21.660 20.314
H 20.207 19.705 23.042
H 18.610 20.386 23.346
H 19.512 22.717 22.369
H 20.952 21.945 22.037
H 21.142 23.087 24.105
H 21.218 21.284 24.419
H 19.747 22.146 24.928
C 13.148 9.688 24.926
C 13.068 9.556 26.452
C 11.660 10.036 26.937
C 11.507 10.167 28.423
N 10.523 11.224 28.975
C 9.123 11.001 28.447
C 8.678 12.239 27.740
C 9.605 13.364 28.156
C 10.922 12.625 28.544
C 10.609 11.094 30.468
C 10.251 9.746 31.101
C 10.441 9.862 32.626
H 13.083 10.820 24.758
H 12.219 9.245 24.574
H 14.022 9.186 24.397
H 13.827 10.209 26.900
H 13.150 8.512 26.766
H 10.867 9.445 26.511
H 11.595 11.031 26.500
H 12.539 10.438 28.741
H 11.240 9.188 28.841
H 8.567 10.742 29.338
H 9.190 10.070 27.873
H 7.629 12.459 27.941
H 8.774 11.927 26.731
H 9.192 13.861 29.084
H 9.697 14.149 27.380
H 11.368 13.105 29.391
H 11.744 12.676 27.840
H 9.915 11.863 30.811
H 11.621 11.348 30.713
H 10.895 8.942 30.724
H 9.217 9.507 30.899
H 9.661 10.426 33.108
H 11.392 10.399 32.810
H 10.597 8.866 33.005
B 10.057 16.515 20.019
F 10.273 15.210 19.462
F 10.928 16.487 21.144
F 10.389 17.465 19.075
F 8.776 16.706 20.492
B 14.637 12.784 19.102
F 14.812 11.685 18.224
F 14.733 13.980 18.461
F 13.449 12.720 19.779
F 15.687 12.869 20.059
B 14.422 13.355 26.321
F 15.111 12.595 25.296
F 13.046 13.541 25.730
F 14.381 12.724 27.505
F 14.990 14.627 26.440
B 20.369 15.557 20.984
F 20.478 14.161 20.810
F 21.655 16.122 21.200
F 19.836 16.230 19.881
F 19.655 15.824 22.123
B 15.833 18.736 24.632
F 15.890 19.713 23.685
F 16.785 19.113 25.645
F 14.588 18.601 25.176
F 16.274 17.495 24.048
*
```